C25H48OsP2 as an isolated structure at a distorted geometry. Source: the OMol25 dataset; level of theory: wB97M-V/def2-TZVPD.

* total charge: +2
* 2S+1: 5
* energy relative to the best compared isomer or geometry (same formula, charge and spin): 2.448 eV
* <S²>: 6.03
* frontier orbital gap (alpha / beta): 3.129 / 6.191 eV

Geometry as XYZ:
```
76
C25H48OsP2 wB97M-V/def2-TZVPD
Os 0.064 -0.160 0.046
P -1.455 0.462 1.961
P 1.896 1.550 -0.192
C 3.065 1.302 -1.595
C -1.564 -0.924 3.173
C 1.073 -1.851 -0.556
C -2.582 2.190 -4.428
C -1.772 4.358 -1.990
C 1.825 3.332 0.252
C -1.007 1.812 3.107
C -3.467 2.207 -3.144
C -3.249 0.734 1.852
C -2.685 -2.248 -0.248
C -0.361 3.048 -3.681
C -1.103 2.034 -4.165
C 2.489 -2.313 -0.278
C 0.632 -1.291 -1.823
C -2.654 2.020 -1.893
C 1.543 -1.340 -3.035
C -0.953 4.379 -3.313
C -0.090 -2.247 0.192
C -0.802 -1.279 -1.808
C 1.264 -0.351 1.870
C -0.078 -3.213 1.337
C -1.870 2.984 -1.387
C 3.337 1.308 0.953
C -1.692 -1.405 -2.986
C -1.249 -1.801 -0.526
H -1.624 4.715 -4.122
H 3.093 1.615 1.973
H 2.826 3.675 0.597
H -2.713 -1.000 -2.854
H 3.642 2.238 -1.722
H 2.617 -1.193 -2.800
H -0.599 -1.312 3.522
H 2.284 -0.769 1.662
H -1.074 -3.400 1.770
H 4.167 1.939 0.604
H -2.739 0.988 -1.490
H -3.679 0.717 2.878
H -0.153 5.141 -3.274
H -4.024 3.161 -3.097
H 1.320 -0.660 -3.885
H 1.497 -2.365 -3.471
H -1.277 -1.011 -3.923
H -3.504 1.711 1.416
H 2.661 -2.522 0.790
H -2.908 -3.243 -0.706
H -1.167 2.806 2.658
H -1.297 5.038 -1.256
H -4.241 1.414 -3.206
H -1.845 -2.495 -3.168
H -2.742 3.154 -4.944
H 1.127 3.536 1.088
H -2.943 1.432 -5.148
H 3.268 -1.580 -0.579
H 0.307 -4.204 1.033
H -1.179 2.855 -0.530
H 3.690 0.273 0.950
H 0.034 1.758 3.457
H 2.628 1.029 -2.560
H -3.459 -1.563 -0.657
H -2.100 -0.554 4.064
H -2.777 4.770 -2.178
H 1.402 0.587 2.446
H -2.148 -1.770 2.777
H 0.743 3.007 -3.726
H 0.956 -1.085 2.661
H -1.658 1.750 4.003
H -2.926 -2.367 0.826
H -3.772 -0.048 1.276
H 0.573 -2.887 2.160
H 3.810 0.510 -1.355
H -0.602 1.138 -4.586
H 2.755 -3.254 -0.807
H 1.558 3.977 -0.600
```